# 1
# C2H6N4

The molecule C2H6N4 at a distorted geometry (ωB97M-V/def2-TZVPD, OMol25).

- electronic energy (eV) = -8129.6578
- spin multiplicity = 1
- SMILES = [H]/N=C(\N)NN=C
- strongest force on any atom (eV/A) = 3.695

```
12
Properties=species:S:1:pos:R:3:nbo_charge:R:1
C -1.04 0.42 0.00 0.54
C 2.50 0.09 0.04 -0.14
H -1.96 -1.31 0.78 0.37
H -1.88 -1.16 -0.86 0.36
H -2.30 1.76 0.01 0.35
H 0.36 -1.13 0.02 0.36
H 3.43 0.72 0.00 0.20
H 2.71 -1.00 0.39 0.15
N -2.09 -0.65 -0.03 -0.86
N -1.30 1.69 0.03 -0.67
N 0.20 -0.10 -0.20 -0.47
N 1.38 0.67 -0.17 -0.19
```

# 2
# C4H11N2

The ion C4H11N2 with charge +1 at a distorted geometry (ωB97M-V/def2-TZVPD, OMol25).

- electronic energy (eV) = -7297.8971
- charge = +1
- spin multiplicity = 1
- SMILES = C=[N+](C)CNC
- strongest force on any atom (eV/A) = 4.317

```
17
Properties=species:S:1:pos:R:3:nbo_charge:R:1
C 0.39 -0.89 2.11 0.12
C -0.94 -0.28 0.08 -0.01
C 1.60 -0.77 0.03 -0.49
C -0.74 1.41 -1.58 -0.43
N 0.43 -0.67 0.84 -0.24
N -1.06 1.00 -0.27 -0.61
H -0.58 -1.14 2.48 0.22
H 1.29 -0.92 2.64 0.22
H -0.82 -0.95 -0.71 0.20
H -1.76 -0.63 0.77 0.21
H 1.92 0.07 -0.54 0.25
H 2.57 -1.02 0.58 0.24
H 1.69 -1.47 -0.71 0.26
H -1.71 1.52 -2.12 0.20
H -0.36 2.41 -1.72 0.23
H -0.22 0.68 -2.14 0.21
H -1.70 1.64 0.25 0.42
```

# 3
# C2H3NS2

The molecule C2H3NS2 at a distorted geometry (ωB97M-V/def2-TZVPD, OMol25).

- electronic energy (eV) = -25281.3663
- spin multiplicity = 1
- SMILES = S=C/C=N\S
- strongest force on any atom (eV/A) = 1.278

```
8
Properties=species:S:1:pos:R:3:nbo_charge:R:1
C 0.32 0.75 -0.01 0.00
C 1.18 -0.44 0.01 -0.36
H -3.06 -0.19 0.12 0.14
H 0.86 1.68 -0.04 0.20
H 0.65 -1.43 0.14 0.21
N -0.96 0.78 -0.08 -0.47
S -1.80 -0.73 -0.07 0.16
S 2.80 -0.42 -0.07 0.12
```

# 4
# C6H10BN

The molecule C6H10BN at a distorted geometry (ωB97M-V/def2-TZVPD, OMol25).

- electronic energy (eV) = -8549.5106
- spin multiplicity = 1
- SMILES = CCN1BC=CC=C1
- strongest force on any atom (eV/A) = 4.240

```
18
Properties=species:S:1:pos:R:3:nbo_charge:R:1
B -0.83 1.51 -0.52 0.48
C -2.26 1.19 -0.06 -0.54
C -2.68 -0.10 0.26 -0.14
C -1.81 -1.21 0.20 -0.33
C -0.49 -0.93 -0.08 0.05
C 2.60 -0.38 0.63 -0.65
C 1.80 0.24 -0.58 -0.14
N 0.05 0.31 -0.41 -0.56
H -0.31 2.47 -0.69 -0.07
H -3.04 1.95 -0.14 0.22
H -3.73 -0.39 0.55 0.20
H -2.01 -2.24 0.50 0.22
H 0.14 -1.81 -0.06 0.19
H 3.03 -1.25 0.28 0.21
H 3.47 0.15 0.77 0.22
H 2.14 -0.52 1.60 0.23
H 1.89 1.29 -0.79 0.21
H 2.04 -0.29 -1.46 0.19
```